1.
This record from the Open Molecules 2025 dataset describes 12 unconnected molecules or ions with the total composition C34H74Br8N6O12. The level of theory is ωB97M-V/def2-TZVPD.

## Properties
Lowest unoccupied orbital energy   0.145 eV
E_HOMO   -8.931 eV
Gap between HOMO and LUMO   9.08 eV
E_tot   -630310.0562 eV

Geometry as ORCA input:
```
! wB97M-V def2-TZVPD RIJCOSX def2/J DEFGRID3
* xyz 0 1
C -7.56388 -2.23939 3.65450
C -6.17527 -1.72300 3.65556
O -5.31460 -2.80838 4.08958
C -4.00955 -2.60970 4.15716
O -3.25830 -3.35799 4.69517
O -3.63636 -1.51886 3.50648
C -2.21354 -1.34830 3.39172
H -7.68993 -2.98361 2.85817
H -8.30422 -1.48181 3.37476
H -7.96174 -2.71220 4.55143
H -5.99782 -0.89625 4.34604
H -5.91220 -1.37227 2.65833
H -1.85146 -1.94288 2.55096
H -1.65368 -1.60297 4.28608
H -2.10151 -0.29990 3.14452
C 0.66264 -5.05198 3.02372
C 1.54224 -3.93590 3.53298
O 2.91942 -4.29924 3.32847
C 3.78579 -3.35862 3.00080
O 3.55312 -2.18311 2.85737
O 4.97624 -3.92594 2.93632
C 6.04902 -3.07721 2.56701
H 0.76026 -5.18586 1.94282
H -0.38358 -4.78863 3.19437
H 0.82430 -6.00125 3.52956
H 1.41591 -3.84799 4.61811
H 1.31657 -2.97308 3.07781
H 5.88117 -2.64718 1.57858
H 6.99651 -3.59539 2.61522
H 6.10173 -2.19555 3.21691
C 1.38593 -0.89056 0.44012
N 0.48012 0.17047 0.02354
C 0.52831 0.50475 -1.37950
C -0.30159 0.82396 0.87996
O -1.01123 1.78731 0.57898
H 2.42138 -0.52928 0.33675
H 1.30843 -1.69257 -0.28822
H 1.28640 -1.14662 1.49051
H 0.21820 -0.32135 -2.01972
H -0.11123 1.35478 -1.58285
H 1.53727 0.82450 -1.65364
H -0.29972 0.39450 1.88588
C -2.11043 3.51901 -2.34936
N -1.97479 3.87789 -3.73519
C -2.16659 2.78777 -4.65394
C -1.89206 5.14785 -4.17468
O -1.77500 5.47254 -5.33938
H -1.61786 4.20822 -1.66589
H -1.63247 2.55707 -2.14135
H -3.15274 3.31809 -2.06786
H -2.05212 3.11076 -5.67720
H -1.48825 1.97403 -4.37899
H -3.15060 2.33773 -4.46455
H -1.88361 5.89066 -3.36027
C 1.58198 4.90331 -5.67448
N 1.75364 3.50046 -5.35987
C 2.36941 2.64108 -6.33471
C 1.36678 2.99615 -4.17225
O 1.49279 1.82293 -3.84157
H 0.99368 5.44027 -4.93084
H 0.93488 5.00539 -6.55366
H 2.53757 5.40647 -5.82090
H 1.68140 1.84902 -6.65370
H 2.76434 3.21365 -7.16164
H 3.14227 2.03994 -5.84094
H 0.91584 3.77898 -3.54774
C 0.07775 0.59468 7.06938
N 0.08527 0.93549 5.65471
C -1.14060 1.45639 5.12641
C 0.97680 0.33330 4.84223
O 0.83562 0.19565 3.65196
H -0.69954 -0.14196 7.30584
H -0.18453 1.47152 7.67321
H 1.05533 0.27607 7.41885
H -1.61549 2.17848 5.78142
H -1.00830 1.92609 4.15093
H -1.80255 0.61459 4.90416
H 1.85074 -0.04037 5.39768
C -3.52936 -3.82378 -1.80533
N -2.75602 -3.75599 -3.02568
C -1.45169 -3.09454 -2.96505
C -3.14957 -4.42317 -4.13592
O -2.59523 -4.36678 -5.19776
H -2.87930 -4.10655 -0.96790
H -4.25178 -4.64549 -1.82573
H -4.06703 -2.90873 -1.54621
H -1.39250 -2.53293 -2.03780
H -0.63612 -3.82584 -2.99509
H -1.30328 -2.42586 -3.81142
H -4.07177 -5.00617 -3.96734
C -5.70916 0.42186 -0.21025
N -4.86442 0.13004 -1.32740
C -5.48649 -0.34605 -2.56865
C -3.53376 0.30903 -1.29631
O -2.75806 -0.03891 -2.15987
H -6.58935 1.00788 -0.47145
H -5.12731 0.99389 0.51422
H -6.03584 -0.51380 0.25532
H -5.62845 -1.42416 -2.51312
H -6.49123 0.09341 -2.55888
H -5.00617 0.04333 -3.45489
H -3.17615 0.72953 -0.33785
Br 4.92152 0.19496 0.92746
C 4.03641 1.04628 2.42796
C 4.94816 2.08728 3.02671
Br 3.95542 3.16864 4.29611
H 3.75133 0.27196 3.13205
H 3.11812 1.48892 2.04954
H 5.35491 2.74551 2.26532
H 5.78608 1.62693 3.54178
Br -0.03991 4.26191 2.67951
C 1.40318 4.74553 1.45229
C 1.23708 3.93981 0.18602
Br 2.36065 4.70337 -1.21891
H 2.34716 4.53042 1.93826
H 1.26016 5.80067 1.25857
H 0.19603 3.87740 -0.10964
H 1.60072 2.92383 0.30440
Br 6.58225 -3.18343 -1.01874
C 4.77467 -3.88172 -0.98525
C 3.97705 -2.92019 -1.82394
Br 2.12648 -3.57878 -1.82151
H 4.37831 -3.76507 0.01614
H 4.64402 -4.85154 -1.44322
H 4.25704 -2.85353 -2.87239
H 4.04945 -1.89079 -1.47190
Br 5.42251 3.39590 -3.36089
C 4.34662 1.96703 -2.57453
C 4.37732 0.72269 -3.38411
Br 6.14725 -0.07809 -3.45565
H 3.36339 2.35207 -2.30002
H 4.77939 1.86105 -1.57668
H 4.06796 0.91393 -4.40747
H 3.69126 -0.02784 -2.99501
*
```

=====

2.
This record from the Open Molecules 2025 dataset describes a molecular structure, C17H11BrN2O2. The level of theory is ωB97M-V/def2-TZVPD.

## Properties
Lowest unoccupied orbital energy   -1.599 eV
E_HOMO   -8.284 eV
Gap between HOMO and LUMO   6.69 eV
E_tot   -94911.0580 eV
Energy above the lowest of the compared OMol25 structures with the same formula, charge and spin   290.9 kcal per mole

Geometry as ORCA input:
```
! wB97M-V def2-TZVPD RIJCOSX def2/J DEFGRID3
* xyz 0 1
O 2.13835 -0.57928 -4.10071
N 1.90324 -0.82583 -2.94450
O 1.68459 -0.10886 -1.96970
C 1.99553 -2.30392 -2.73681
C 2.65600 -3.06296 -3.78939
C 2.93078 -4.53415 -3.41130
C 2.46013 -5.08539 -2.28915
C 1.39867 -4.35188 -1.41801
C 0.78238 -4.89458 -0.26955
C 0.15043 -3.93140 0.58944
C 0.03885 -2.77089 0.40943
N 0.59040 -2.26448 -0.81622
C 1.35202 -2.79238 -1.75987
C -0.66740 -1.71848 1.21906
C -0.73211 -0.37495 0.80591
C -1.16289 0.64173 1.66811
C -2.06039 0.53169 2.66557
C -2.66227 1.44163 3.41266
C -2.68825 2.76514 3.14403
C -1.62364 2.97503 2.06985
C -1.15113 1.95712 1.21025
H -0.30894 2.09082 0.55152
Br -1.40802 4.76004 1.57841
H -2.87731 3.49473 3.69405
H -3.68547 1.08756 4.23954
H -2.38938 -0.56425 3.08388
H 0.02165 0.08821 -0.07713
H -1.30035 -2.19220 2.06826
H -0.20759 -4.38921 1.49179
H 0.97502 -5.83088 0.02208
H 2.23599 -6.22504 -1.99930
H 3.31187 -5.18164 -4.14205
H 3.18164 -2.72447 -4.40253
*
```

=====

3.
This record from the Open Molecules 2025 dataset describes a single C22H32Cl2N2O4 molecule. The level of theory is ωB97M-V/def2-TZVPD.

## Properties
Lowest unoccupied orbital energy   0.338 eV
E_HOMO   -9.284 eV
Gap between HOMO and LUMO   9.62 eV
E_tot   -59551.0516 eV
Energy above the lowest of the compared OMol25 structures with the same formula, charge and spin   1.1 kcal per mole

Geometry as ORCA input:
```
! wB97M-V def2-TZVPD RIJCOSX def2/J DEFGRID3
* xyz 0 1
C 2.29097 1.77206 3.30950
C 0.94133 2.47317 3.21867
C 0.37605 2.41383 1.80233
C -1.01396 3.03939 1.70798
C -1.53692 3.06940 0.26867
N -1.51262 1.76826 -0.37818
C -2.56081 0.82207 -0.05002
C -2.19513 -0.17275 1.05985
C -3.25304 -1.26602 1.18806
C -2.87698 -2.28307 2.26278
C -3.91385 -3.39300 2.38022
C -0.49007 1.51076 -1.21149
O 0.35855 2.33905 -1.50412
C -0.35356 0.10080 -1.81498
C -0.79606 0.12216 -3.27762
C -0.61553 -1.24032 -3.94191
C -1.29584 -1.29612 -5.28706
O -2.22618 -0.62036 -5.63157
O -0.74636 -2.22573 -6.07829
N 1.05451 -0.23656 -1.70964
C 1.50333 -0.94762 -0.64655
O 0.75930 -1.54548 0.11019
C 2.98704 -0.97104 -0.47919
C 3.87926 -0.80813 -1.53454
C 5.24102 -0.83405 -1.30072
C 5.72798 -1.00963 -0.01302
Cl 7.42517 -1.02261 0.26470
C 4.83904 -1.18302 1.04613
Cl 5.42604 -1.40785 2.64803
C 3.47676 -1.17446 0.80587
H 2.69312 1.83872 4.31765
H 2.18918 0.72120 3.04879
H 3.00346 2.22460 2.62323
H 0.24014 1.99745 3.90882
H 1.04958 3.51647 3.52391
H 0.32784 1.36955 1.48575
H 1.04950 2.93268 1.11744
H -0.97672 4.06904 2.06984
H -1.70854 2.49166 2.34803
H -0.90006 3.72463 -0.32991
H -2.56072 3.45391 0.24818
H -2.84473 0.27456 -0.95321
H -3.43352 1.40208 0.26255
H -1.22935 -0.63632 0.85276
H -2.10733 0.35218 2.01128
H -3.36040 -1.78262 0.23104
H -4.21986 -0.81717 1.43080
H -1.90470 -2.71406 2.01680
H -2.78060 -1.77350 3.22408
H -4.88783 -2.98179 2.63799
H -4.00786 -3.92879 1.43819
H -3.62689 -4.10391 3.15112
H -0.89525 -0.65975 -1.25466
H -1.84772 0.40886 -3.33462
H -0.21888 0.87869 -3.81263
H -1.07091 -2.01875 -3.32291
H 0.43650 -1.49548 -4.06496
H -1.21050 -2.26780 -6.92956
H 1.66509 0.46059 -2.11448
H 3.52092 -0.68653 -2.54499
H 5.93931 -0.71637 -2.11426
H 2.77829 -1.32719 1.61386
*
```

=====

4.
This record from the Open Molecules 2025 dataset describes a molecular structure, C35H37FOsP2. The level of theory is ωB97M-V/def2-TZVPD.

## Properties
Lowest unoccupied orbital energy (alpha / beta)   -6.727 / -8.615 eV
E_HOMO (alpha / beta)   -13.353 / -13.201 eV
Gap between HOMO and LUMO (alpha / beta)   6.63 / 4.59 eV
E_tot   -60636.5945 eV
Energy above the lowest of the compared OMol25 structures with the same formula, charge and spin   0.0 kcal per mole

Geometry as ORCA input:
```
! wB97M-V def2-TZVPD RIJCOSX def2/J DEFGRID3
* xyz 2 5
Os 0.24083 0.45543 5.22881
C -1.41984 -0.21859 6.29975
C -1.58949 -0.52733 4.90785
C -2.52161 0.27489 4.02083
C -2.05325 1.71063 3.68544
C -0.66937 2.07355 4.19468
C -0.46665 2.47440 5.53908
C -1.47842 2.37895 6.64074
C -2.07097 0.98880 6.94597
C 1.84151 -0.66955 4.82967
H -1.26837 -1.05439 6.99802
H -1.45338 -1.58179 4.64404
H -3.55333 0.27552 4.42684
H -2.61370 -0.29317 3.08707
H -2.04932 1.81103 2.58009
H -2.82951 2.42127 4.02597
H 0.01821 2.47469 3.43051
H 0.31372 3.21733 5.74053
H -2.31326 3.07760 6.46232
H -0.96272 2.75161 7.53979
H -1.96624 0.84616 8.03148
H -3.15427 1.01868 6.74383
H 1.99150 -1.47481 5.56953
H 2.65901 0.06373 4.92213
H 1.80868 -1.06226 3.80396
P -0.09172 -2.09083 -2.41798
P 1.80433 0.51221 -2.84890
C -0.76672 -0.53248 -3.04412
C 0.04250 0.54518 -3.25873
C -0.73653 -3.33123 -3.64738
C -1.84010 -3.07154 -4.46670
C -2.31247 -4.03852 -5.35967
C -1.64738 -5.25612 -5.50211
C -0.48728 -5.49567 -4.75254
C -0.03670 -4.54638 -3.82281
C -1.09064 -2.22645 -0.88781
C -0.76394 -1.32054 0.14117
C -1.38171 -1.44665 1.38545
C -2.36035 -2.42742 1.59768
C -2.74456 -3.26546 0.54099
C -2.11520 -3.15975 -0.70981
C 2.46248 1.14915 -4.47777
C 2.37398 0.32722 -5.62795
C 2.96585 0.71476 -6.82657
C 3.64773 1.93491 -6.92949
C 3.69102 2.77977 -5.81218
C 3.09152 2.39111 -4.60878
C 2.02741 1.94732 -1.73210
C 3.21439 1.99009 -0.96842
C 3.43666 3.04237 -0.07886
C 2.47521 4.04564 0.08292
C 1.30836 4.01124 -0.69350
C 1.07748 2.96486 -1.58788
H -1.86172 -0.48386 -3.14531
H -0.30353 1.47619 -3.72622
H -2.33305 -2.10571 -4.41883
H -3.20040 -3.83186 -5.95772
H -2.01527 -6.01652 -6.19391
H 0.07102 -6.41784 -4.89004
H 0.85296 -4.73662 -3.22581
H -0.03563 -0.52281 -0.01742
H -1.07504 -0.77031 2.17908
H -2.82846 -2.53219 2.58069
H -3.52479 -4.00378 0.70038
H -2.42856 -3.80355 -1.52636
H 1.82100 -0.61965 -5.56629
H 2.89252 0.07847 -7.71095
H 4.13979 2.22654 -7.85549
H 4.19009 3.74802 -5.88067
H 3.11110 3.07393 -3.75414
H 3.96014 1.20120 -1.08453
H 4.37335 3.08299 0.48583
H 2.63921 4.85246 0.80283
H 0.57544 4.80928 -0.60214
H 0.15542 2.95130 -2.16821
F 1.14096 0.76509 6.99018
*
```